Here is C11H26ErN6O7 as an isolated structure at a distorted geometry from the Open Molecules 2025 dataset. Energies are from ωB97M-V/def2-TZVPD.

The geometry in XYZ format:
```
51
Properties=species:S:1:pos:R:3:lowdin_charge:R:1
O 0.422 3.364 -3.799 -0.1250
H 0.469 4.321 -3.951 0.0828
Er -0.205 0.006 -0.064 1.4034
N 1.233 -1.752 -0.048 -0.2737
N 0.232 -0.565 -2.184 -0.2764
N -0.214 0.416 2.068 -0.0949
N -1.176 1.901 0.014 -0.0682
O 1.529 -2.321 1.097 -0.1918
O 0.091 -0.589 3.045 0.0165
O -1.820 2.525 -1.122 0.0107
O -0.731 -0.162 -2.997 -0.2192
C 0.726 -1.844 -2.351 -0.2836
C 1.303 -2.460 -1.214 -0.2718
C -1.227 1.260 2.338 -0.2213
C -1.785 2.009 1.219 -0.2110
C 1.926 -3.786 -1.160 -0.0190
H 1.440 -4.453 -0.458 0.0904
H 2.957 -3.699 -0.840 0.0968
H 1.905 -4.235 -2.134 0.0663
C 0.619 -2.385 -3.708 -0.0227
H 0.998 -1.634 -4.392 0.0985
H -0.409 -2.556 -4.012 0.0829
H 1.186 -3.290 -3.830 0.0724
C -1.709 1.451 3.720 0.0149
C -2.898 2.956 1.405 0.0153
H -0.973 1.093 4.428 0.0976
H -2.648 0.948 3.943 0.1131
H -1.874 2.505 3.915 0.1028
H -3.431 3.088 0.474 0.0943
H -2.512 3.932 1.693 0.1235
H -3.614 2.670 2.168 0.0997
H 0.646 -1.277 2.581 0.0896
H -1.530 2.040 -1.936 0.1076
C 1.336 3.025 -2.739 -0.1525
H 1.510 1.948 -2.863 0.0694
H 0.869 3.198 -1.753 0.0574
H 2.312 3.561 -2.768 0.0934
O 1.984 0.852 0.552 -0.0932
H 1.816 1.065 1.499 0.0743
H 2.557 0.054 0.585 0.0846
C -3.695 -2.351 1.950 -0.0286
N -3.661 -2.619 0.523 0.0509
C -2.733 -2.085 -0.282 -0.5125
N -2.718 -2.404 -1.598 0.2259
O -1.863 -1.303 0.197 -0.1169
H -3.574 -3.286 2.504 0.0994
H -4.650 -1.894 2.227 0.0944
H -2.876 -1.672 2.201 0.0763
H -4.341 -3.222 0.092 0.1538
H -2.139 -1.820 -2.224 0.1062
H -3.447 -2.981 -1.965 0.1173
```

The HOMO energy (alpha / beta) comes out at -9.62 / -9.53 eV. The expectation value of S² is 4.141. As for the total charge: +1. Its LUMO energy (alpha / beta) is -5.2 / -5.2 eV. As for the HOMO-LUMO gap (alpha / beta): 4.43 / 4.34 eV. The spin multiplicity is 4.

Here is a 2-piece molecular cluster, C7H14N3 overall at a distorted geometry from the Open Molecules 2025 dataset. Energies are from ωB97M-V/def2-TZVPD.

The geometry in XYZ format:
```
24
Properties=species:S:1:pos:R:3:lowdin_charge:R:1
C -1.872 1.636 0.166 -0.0322
C -0.596 1.686 -0.121 -0.0533
C -1.543 0.188 -1.346 -0.1292
C 3.011 -0.552 1.732 -0.0522
C -3.930 0.545 -0.543 0.0199
C 2.567 -1.731 0.820 -0.2127
C 1.661 -1.069 -0.050 -0.2397
N -2.481 0.663 -0.662 -0.0793
N -0.389 0.683 -1.026 0.0624
N 1.786 -0.605 -1.220 0.1192
H -2.491 2.408 0.678 0.1577
H 0.146 2.397 0.171 0.1365
H -1.691 -0.681 -1.991 0.1817
H 3.614 -1.099 2.557 0.1276
H 2.098 -0.105 2.064 0.0659
H 3.568 0.096 1.158 0.0508
H -4.527 1.460 -0.791 0.1235
H -4.335 -0.273 -1.063 0.0753
H -4.013 0.263 0.563 0.1335
H 3.451 -2.243 0.398 0.1338
H 2.045 -2.541 1.320 0.1223
H 0.696 -0.710 0.273 0.1112
H 2.627 -0.647 -1.748 0.0977
H 0.596 0.231 -1.338 0.0795
```

The energy relative to the best compared isomer or geometry (same formula, charge and spin) comes out at 50.59 kcal per mole. The HOMO energy comes out at -14.00 eV. As for the total charge: +1. Its LUMO energy is -2.4 eV. As for the HOMO-LUMO gap: 11.65 eV.

Here is one molecule with the formula C4H5N3O at a distorted geometry from the Open Molecules 2025 dataset. Energies are from ωB97M-V/def2-TZVPD.

The geometry in XYZ format:
```
13
Properties=species:S:1:pos:R:3:lowdin_charge:R:1
C -0.406 0.038 0.091 -0.3940
C 1.053 -1.609 -0.013 -0.1298
C 0.843 0.693 0.032 -0.2734
C 1.133 2.009 -0.136 0.0926
H -2.408 -0.989 0.192 0.1052
H 1.699 -2.622 -0.173 0.1810
H 2.708 -0.526 0.131 0.1072
H 2.124 2.451 -0.138 0.0514
H 0.180 2.712 -0.363 0.1244
N -1.447 0.731 0.319 0.0880
N -0.255 -1.365 -0.106 0.0916
N 1.748 -0.423 0.079 0.0671
O -2.545 -0.052 -0.192 -0.1114
```

The energy relative to the best compared isomer or geometry (same formula, charge and spin) comes out at 104.54 kcal per mole. The HOMO energy comes out at -8.44 eV. Its LUMO energy is -0.3 eV. As for the HOMO-LUMO gap: 8.11 eV. As for the SMILES: C=C1NC=N/C1=N\O.

Here is one molecule with the formula C4H7N3 at a distorted geometry from the Open Molecules 2025 dataset. Energies are from ωB97M-V/def2-TZVPD.

The geometry in XYZ format:
```
14
Properties=species:S:1:pos:R:3:lowdin_charge:R:1
C 1.958 0.285 0.389 -0.1273
N 1.241 0.423 -0.867 -0.0316
C -0.075 0.066 -0.653 -0.4067
N -1.112 0.543 -1.316 0.0786
N -2.168 0.131 -0.576 -0.0503
C -1.826 -0.594 0.505 -0.1089
C -0.463 -0.713 0.478 -0.0765
H 1.156 0.375 1.196 0.0845
H 2.324 -0.743 0.493 0.0742
H 2.846 0.933 0.378 0.0857
H 1.368 1.284 -1.385 0.1224
H -3.095 0.337 -0.894 0.1408
H -2.551 -0.940 1.225 0.1130
H 0.128 -1.463 0.981 0.1021
```

The energy relative to the best compared isomer or geometry (same formula, charge and spin) comes out at 25.48 kcal per mole. The HOMO energy comes out at -8.08 eV. Its LUMO energy is 1.1 eV. As for the HOMO-LUMO gap: 9.17 eV. As for the SMILES: CNc1cc[nH]n1.

Please write out number 1 again, unchanged.
Here is C11H26ErN6O7 as an isolated structure at a distorted geometry from the Open Molecules 2025 dataset. Energies are from ωB97M-V/def2-TZVPD.

The geometry in XYZ format:
```
51
Properties=species:S:1:pos:R:3:lowdin_charge:R:1
O 0.422 3.364 -3.799 -0.1250
H 0.469 4.321 -3.951 0.0828
Er -0.205 0.006 -0.064 1.4034
N 1.233 -1.752 -0.048 -0.2737
N 0.232 -0.565 -2.184 -0.2764
N -0.214 0.416 2.068 -0.0949
N -1.176 1.901 0.014 -0.0682
O 1.529 -2.321 1.097 -0.1918
O 0.091 -0.589 3.045 0.0165
O -1.820 2.525 -1.122 0.0107
O -0.731 -0.162 -2.997 -0.2192
C 0.726 -1.844 -2.351 -0.2836
C 1.303 -2.460 -1.214 -0.2718
C -1.227 1.260 2.338 -0.2213
C -1.785 2.009 1.219 -0.2110
C 1.926 -3.786 -1.160 -0.0190
H 1.440 -4.453 -0.458 0.0904
H 2.957 -3.699 -0.840 0.0968
H 1.905 -4.235 -2.134 0.0663
C 0.619 -2.385 -3.708 -0.0227
H 0.998 -1.634 -4.392 0.0985
H -0.409 -2.556 -4.012 0.0829
H 1.186 -3.290 -3.830 0.0724
C -1.709 1.451 3.720 0.0149
C -2.898 2.956 1.405 0.0153
H -0.973 1.093 4.428 0.0976
H -2.648 0.948 3.943 0.1131
H -1.874 2.505 3.915 0.1028
H -3.431 3.088 0.474 0.0943
H -2.512 3.932 1.693 0.1235
H -3.614 2.670 2.168 0.0997
H 0.646 -1.277 2.581 0.0896
H -1.530 2.040 -1.936 0.1076
C 1.336 3.025 -2.739 -0.1525
H 1.510 1.948 -2.863 0.0694
H 0.869 3.198 -1.753 0.0574
H 2.312 3.561 -2.768 0.0934
O 1.984 0.852 0.552 -0.0932
H 1.816 1.065 1.499 0.0743
H 2.557 0.054 0.585 0.0846
C -3.695 -2.351 1.950 -0.0286
N -3.661 -2.619 0.523 0.0509
C -2.733 -2.085 -0.282 -0.5125
N -2.718 -2.404 -1.598 0.2259
O -1.863 -1.303 0.197 -0.1169
H -3.574 -3.286 2.504 0.0994
H -4.650 -1.894 2.227 0.0944
H -2.876 -1.672 2.201 0.0763
H -4.341 -3.222 0.092 0.1538
H -2.139 -1.820 -2.224 0.1062
H -3.447 -2.981 -1.965 0.1173
```

The HOMO energy (alpha / beta) comes out at -9.62 / -9.53 eV. The expectation value of S² is 4.141. As for the total charge: +1. Its LUMO energy (alpha / beta) is -5.2 / -5.2 eV. As for the HOMO-LUMO gap (alpha / beta): 4.43 / 4.34 eV. The spin multiplicity is 4.

What did the first record say?
Here is C11H26ErN6O7 as an isolated structure at a distorted geometry from the Open Molecules 2025 dataset. Energies are from ωB97M-V/def2-TZVPD.

The geometry in XYZ format:
```
51
Properties=species:S:1:pos:R:3:lowdin_charge:R:1
O 0.422 3.364 -3.799 -0.1250
H 0.469 4.321 -3.951 0.0828
Er -0.205 0.006 -0.064 1.4034
N 1.233 -1.752 -0.048 -0.2737
N 0.232 -0.565 -2.184 -0.2764
N -0.214 0.416 2.068 -0.0949
N -1.176 1.901 0.014 -0.0682
O 1.529 -2.321 1.097 -0.1918
O 0.091 -0.589 3.045 0.0165
O -1.820 2.525 -1.122 0.0107
O -0.731 -0.162 -2.997 -0.2192
C 0.726 -1.844 -2.351 -0.2836
C 1.303 -2.460 -1.214 -0.2718
C -1.227 1.260 2.338 -0.2213
C -1.785 2.009 1.219 -0.2110
C 1.926 -3.786 -1.160 -0.0190
H 1.440 -4.453 -0.458 0.0904
H 2.957 -3.699 -0.840 0.0968
H 1.905 -4.235 -2.134 0.0663
C 0.619 -2.385 -3.708 -0.0227
H 0.998 -1.634 -4.392 0.0985
H -0.409 -2.556 -4.012 0.0829
H 1.186 -3.290 -3.830 0.0724
C -1.709 1.451 3.720 0.0149
C -2.898 2.956 1.405 0.0153
H -0.973 1.093 4.428 0.0976
H -2.648 0.948 3.943 0.1131
H -1.874 2.505 3.915 0.1028
H -3.431 3.088 0.474 0.0943
H -2.512 3.932 1.693 0.1235
H -3.614 2.670 2.168 0.0997
H 0.646 -1.277 2.581 0.0896
H -1.530 2.040 -1.936 0.1076
C 1.336 3.025 -2.739 -0.1525
H 1.510 1.948 -2.863 0.0694
H 0.869 3.198 -1.753 0.0574
H 2.312 3.561 -2.768 0.0934
O 1.984 0.852 0.552 -0.0932
H 1.816 1.065 1.499 0.0743
H 2.557 0.054 0.585 0.0846
C -3.695 -2.351 1.950 -0.0286
N -3.661 -2.619 0.523 0.0509
C -2.733 -2.085 -0.282 -0.5125
N -2.718 -2.404 -1.598 0.2259
O -1.863 -1.303 0.197 -0.1169
H -3.574 -3.286 2.504 0.0994
H -4.650 -1.894 2.227 0.0944
H -2.876 -1.672 2.201 0.0763
H -4.341 -3.222 0.092 0.1538
H -2.139 -1.820 -2.224 0.1062
H -3.447 -2.981 -1.965 0.1173
```

The HOMO energy (alpha / beta) comes out at -9.62 / -9.53 eV. The expectation value of S² is 4.141. As for the total charge: +1. Its LUMO energy (alpha / beta) is -5.2 / -5.2 eV. As for the HOMO-LUMO gap (alpha / beta): 4.43 / 4.34 eV. The spin multiplicity is 4.

Repeat the first record exactly.
Here is C11H26ErN6O7 as an isolated structure at a distorted geometry from the Open Molecules 2025 dataset. Energies are from ωB97M-V/def2-TZVPD.

The geometry in XYZ format:
```
51
Properties=species:S:1:pos:R:3:lowdin_charge:R:1
O 0.422 3.364 -3.799 -0.1250
H 0.469 4.321 -3.951 0.0828
Er -0.205 0.006 -0.064 1.4034
N 1.233 -1.752 -0.048 -0.2737
N 0.232 -0.565 -2.184 -0.2764
N -0.214 0.416 2.068 -0.0949
N -1.176 1.901 0.014 -0.0682
O 1.529 -2.321 1.097 -0.1918
O 0.091 -0.589 3.045 0.0165
O -1.820 2.525 -1.122 0.0107
O -0.731 -0.162 -2.997 -0.2192
C 0.726 -1.844 -2.351 -0.2836
C 1.303 -2.460 -1.214 -0.2718
C -1.227 1.260 2.338 -0.2213
C -1.785 2.009 1.219 -0.2110
C 1.926 -3.786 -1.160 -0.0190
H 1.440 -4.453 -0.458 0.0904
H 2.957 -3.699 -0.840 0.0968
H 1.905 -4.235 -2.134 0.0663
C 0.619 -2.385 -3.708 -0.0227
H 0.998 -1.634 -4.392 0.0985
H -0.409 -2.556 -4.012 0.0829
H 1.186 -3.290 -3.830 0.0724
C -1.709 1.451 3.720 0.0149
C -2.898 2.956 1.405 0.0153
H -0.973 1.093 4.428 0.0976
H -2.648 0.948 3.943 0.1131
H -1.874 2.505 3.915 0.1028
H -3.431 3.088 0.474 0.0943
H -2.512 3.932 1.693 0.1235
H -3.614 2.670 2.168 0.0997
H 0.646 -1.277 2.581 0.0896
H -1.530 2.040 -1.936 0.1076
C 1.336 3.025 -2.739 -0.1525
H 1.510 1.948 -2.863 0.0694
H 0.869 3.198 -1.753 0.0574
H 2.312 3.561 -2.768 0.0934
O 1.984 0.852 0.552 -0.0932
H 1.816 1.065 1.499 0.0743
H 2.557 0.054 0.585 0.0846
C -3.695 -2.351 1.950 -0.0286
N -3.661 -2.619 0.523 0.0509
C -2.733 -2.085 -0.282 -0.5125
N -2.718 -2.404 -1.598 0.2259
O -1.863 -1.303 0.197 -0.1169
H -3.574 -3.286 2.504 0.0994
H -4.650 -1.894 2.227 0.0944
H -2.876 -1.672 2.201 0.0763
H -4.341 -3.222 0.092 0.1538
H -2.139 -1.820 -2.224 0.1062
H -3.447 -2.981 -1.965 0.1173
```

The HOMO energy (alpha / beta) comes out at -9.62 / -9.53 eV. The expectation value of S² is 4.141. As for the total charge: +1. Its LUMO energy (alpha / beta) is -5.2 / -5.2 eV. As for the HOMO-LUMO gap (alpha / beta): 4.43 / 4.34 eV. The spin multiplicity is 4.